21
Properties=species:S:1:pos:R:3:forces:R:3:mulliken_spin:R:1 method="wB97M-V/def2-TZVPD" s2=2.007 de_lowest_kj_mol=117.6 charge=0 lumo_energy_ha="0.02858 / -0.06518" total_energy_ev=-28180.83132 spin_multiplicity=3 homo_lumo_gap_ev="5.54 / 8.96"
C -0.6282 -1.4989 -4.1808 0.03 -1.40 0.60 0.03
C -1.4399 -2.0273 -3.4572 0.21 1.36 -0.92 -0.01
C -0.5001 -0.3683 2.6086 0.16 -1.33 1.92 0.02
C 0.1098 2.2652 1.0843 -3.05 0.15 -2.12 0.04
C 2.0411 -0.2425 0.8115 2.85 -0.58 1.65 0.02
O -2.2775 -0.1558 -0.1304 -1.07 0.17 0.98 0.52
O -0.0652 0.4182 -1.5714 1.53 1.64 1.10 0.14
Si 0.3511 0.4209 1.1497 -0.76 0.45 0.24 0.22
S -0.9166 -0.5971 -0.5155 -0.07 -1.47 -0.49 1.00
H 0.2777 -1.3889 -4.7165 0.14 0.42 -0.36 0.00
H 0.0340 0.2400 -2.4912 -0.22 -0.71 -1.51 0.00
H -2.3324 -2.1392 -2.9118 -0.38 -0.48 0.45 0.00
H -0.1614 -1.4086 2.8705 0.10 0.71 -0.78 0.01
H -0.3775 0.0859 3.6368 -0.15 0.24 -1.28 0.00
H -1.5698 -0.5283 2.4363 0.07 0.45 -0.09 0.00
H 0.2843 2.7252 1.9926 0.84 1.09 1.96 0.01
H 0.6301 2.7221 0.2670 0.91 0.19 -0.25 0.00
H -0.9796 2.6553 0.8119 1.81 -1.48 0.66 0.00
H 2.9530 0.1091 1.4881 -2.25 -0.41 -0.62 0.01
H 2.0930 -1.3714 0.9440 -0.25 1.33 -0.53 0.01
H 2.4741 0.0847 -0.1264 -0.46 -0.33 -0.61 0.00